{
  "formula": "CBrCl2NO2",
  "method": "ωB97M-V with the def2-TZVPD basis set",
  "e_tot_ev": -101703.493,
  "max_force_ev_per_a": 3.5,
  "homo_ev": [-11.3083, -9.5637],
  "homo_lumo_gap_ev": [9.13, 5.83],
  "elements": ["C", "N", "O", "O", "Cl", "Cl", "Br"],
  "xyz": [[-0.3016, -0.7147, 0.0409], [-0.5368, 0.7724, -0.0008], [-0.7342, 1.2298, -1.0669], [-0.5323, 1.2843, 1.0518], [-0.4864, -1.6129, -1.3869], [-0.2275, -1.3651, 1.5977], [2.8188, 0.4062, -0.2357]]
}



{
  "formula": "C52H157N13O20",
  "method": "ωB97M-V with the def2-TZVPD basis set",
  "e_tot_ev": -116782.515,
  "max_force_ev_per_a": 3.7,
  "homo_ev": -8.5090,
  "homo_lumo_gap_ev": 8.90,
  "elements": ["C", "C", "C", "O", "C", "N", "H", "H", "H", "H", "H", "H", "H", "H", "H", "H", "H", "C", "C", "C", "O", "C", "N", "H", "H", "H", "H", "H", "H", "H", "H", "H", "H", "H", "C", "C", "C", "O", "C", "N", "H", "H", "H", "H", "H", "H", "H", "H", "H", "H", "H", "C", "C", "C", "O", "C", "N", "H", "H", "H", "H", "H", "H", "H", "H", "H", "H", "H", "C", "C", "C", "O", "C", "N", "H", "H", "H", "H", "H", "H", "H", "H", "H", "H", "H", "C", "C", "C", "O", "C", "N", "H", "H", "H", "H", "H", "H", "H", "H", "H", "H", "H", "C", "C", "C", "O", "C", "N", "H", "H", "H", "H", "H", "H", "H", "H", "H", "H", "H", "C", "C", "C", "O", "C", "N", "H", "H", "H", "H", "H", "H", "H", "H", "H", "H", "H", "C", "C", "C", "O", "C", "N", "H", "H", "H", "H", "H", "H", "H", "H", "H", "H", "H", "C", "C", "C", "O", "C", "N", "H", "H", "H", "H", "H", "H", "H", "H", "H", "H", "H", "C", "C", "C", "O", "C", "N", "H", "H", "H", "H", "H", "H", "H", "H", "H", "H", "H", "C", "C", "C", "O", "C", "N", "H", "H", "H", "H", "H", "H", "H", "H", "H", "H", "H", "C", "C", "C", "O", "C", "N", "H", "H", "H", "H", "H", "H", "H", "H", "H", "H", "H", "O", "H", "H", "O", "H", "H", "O", "H", "H", "O", "H", "H", "O", "H", "H", "O", "H", "H", "O", "H", "H"],
  "xyz": [[-2.0025, -0.5900, 1.7774], [-1.0382, -1.4262, 2.6278], [-0.9051, -2.8460, 1.9555], [-0.0987, -3.7281, 2.8265], [0.0328, -5.0931, 2.4681], [0.2642, -0.7021, 2.5541], [-3.0281, -0.8686, 2.0192], [-1.8649, -0.6702, 0.6991], [-2.0350, 0.4934, 1.8921], [-1.3893, -1.5287, 3.6546], [-0.4061, -2.7505, 0.9912], [-1.9271, -3.2194, 1.8908], [-0.9098, -5.4914, 2.0929], [0.3232, -5.7235, 3.3086], [0.6766, -5.3103, 1.6158], [0.0418, 0.0547, 3.1848], [1.0336, -1.2081, 2.9691], [-4.2423, -4.1320, -0.2439], [-3.6865, -4.0670, -1.6897], [-2.5020, -3.1503, -1.7974], [-1.9806, -3.0546, -3.1275], [-0.8319, -2.2866, -3.3409], [-3.4259, -5.3947, -2.1309], [-4.3751, -3.1153, 0.1259], [-3.5413, -4.6886, 0.3781], [-5.1746, -4.6962, -0.2689], [-4.5168, -3.6222, -2.2382], [-1.6750, -3.4816, -1.1693], [-2.6552, -2.1444, -1.4066], [-0.0311, -2.7114, -2.7356], [-1.1199, -1.2783, -3.0434], [-0.6301, -2.3514, -4.4100], [-2.9561, -5.3197, -3.0218], [-4.2986, -5.8492, -2.3586], [3.0526, -1.4281, -1.2467], [3.8308, -0.9788, -2.4896], [2.7947, -0.6301, -3.6076], [2.0315, -1.7072, -4.1659], [2.7523, -2.8212, -4.7489], [4.5879, 0.1293, -2.1041], [2.5340, -0.6641, -0.6675], [3.5579, -2.0534, -0.5106], [2.2357, -2.0663, -1.5835], [4.4302, -1.8061, -2.8695], [3.3314, -0.0734, -4.3758], [2.0983, 0.1059, -3.2059], [2.0110, -3.5572, -5.0601], [3.4054, -3.3790, -4.0778], [3.4084, -2.6081, -5.5929], [5.1930, -0.1248, -1.3364], [5.3075, 0.2824, -2.7961], [6.2734, -5.0486, 1.6977], [5.0663, -4.1703, 1.8903], [4.0389, -4.7648, 2.8033], [4.5558, -4.8993, 4.1243], [3.8068, -5.7951, 4.8980], [5.5776, -2.9148, 2.4243], [7.0516, -4.6222, 1.0648], [6.0148, -6.0283, 1.2958], [6.7807, -5.2327, 2.6447], [4.5599, -3.9644, 0.9473], [3.6579, -5.7090, 2.4143], [3.1162, -4.1849, 2.7818], [3.8932, -6.7865, 4.4533], [2.7802, -5.4456, 4.7885], [4.1501, -5.8259, 5.9321], [5.5678, -3.1466, 3.4072], [4.8276, -2.2680, 2.2260], [-4.5695, 4.0546, 0.7565], [-4.4150, 3.4847, 2.1602], [-5.3643, 2.1853, 2.1695], [-5.3898, 1.4998, 3.3791], [-6.3068, 0.3959, 3.3404], [-3.0675, 3.1864, 2.6201], [-3.9994, 4.9581, 0.5403], [-5.6231, 4.1677, 0.5009], [-4.2083, 3.3529, 0.0047], [-4.9045, 4.1494, 2.8719], [-5.1177, 1.5169, 1.3445], [-6.3611, 2.5288, 1.8930], [-6.4561, 0.0499, 4.3632], [-6.0314, -0.4208, 2.6731], [-7.2622, 0.7523, 2.9555], [-2.6247, 2.8362, 1.7826], [-3.2518, 2.3666, 3.1806], [5.6094, 0.5744, 3.4320], [4.4715, 0.7468, 2.5379], [4.7789, 0.9725, 1.0644], [5.5899, 2.0850, 0.9570], [6.0953, 2.3977, -0.3379], [3.6165, -0.4326, 2.6105], [6.3333, 0.0241, 2.8310], [5.4420, 0.1249, 4.4108], [6.0740, 1.5285, 3.6808], [3.9068, 1.6632, 2.7099], [3.8209, 1.1083, 0.5625], [5.1895, 0.0415, 0.6737], [6.8526, 1.6442, -0.5545], [6.6125, 3.3560, -0.2910], [5.3712, 2.2689, -1.1424], [2.7686, -0.2580, 2.0902], [3.3364, -0.4441, 3.5808], [-3.1439, 0.9747, 5.5935], [-1.8493, 0.8808, 6.3892], [-0.7792, 1.9161, 5.9361], [-0.0992, 1.3667, 4.8335], [0.5896, 2.3685, 4.1552], [-2.2743, 1.2148, 7.7968], [-3.0790, 0.7312, 4.5330], [-3.5395, 1.9902, 5.6088], [-3.9424, 0.3671, 6.0194], [-1.4531, -0.1335, 6.4360], [-0.0048, 2.1258, 6.6740], [-1.3357, 2.8314, 5.7347], [1.1577, 1.9512, 3.3238], [1.2087, 3.0067, 4.7858], [0.0116, 3.1824, 3.7175], [-1.5878, 1.2544, 8.5366], [-3.0064, 0.6231, 8.1629], [3.3419, -2.2684, 5.8072], [1.9095, -1.9221, 5.7736], [1.3374, -1.7721, 7.1441], [1.0985, -3.1261, 7.6723], [0.0989, -3.9352, 7.0284], [1.8293, -0.5974, 5.2797], [3.6094, -2.5423, 4.7867], [3.6102, -3.1749, 6.3498], [3.9741, -1.4619, 6.1786], [1.4398, -2.6912, 5.1604], [0.3840, -1.2444, 7.1718], [1.9990, -1.2234, 7.8145], [0.5437, -4.3781, 6.1373], [-0.8140, -3.3916, 6.7852], [-0.0822, -4.7577, 7.7204], [1.0883, 0.0046, 5.6094], [2.5091, -0.0102, 5.7415], [3.9421, -8.0133, -2.0699], [2.6396, -7.4508, -2.4793], [2.5874, -5.9241, -2.7826], [3.1205, -5.1625, -1.6849], [2.2037, -4.9040, -0.6351], [2.1724, -8.1332, -3.6874], [4.3641, -7.3793, -1.2901], [4.5475, -8.0035, -2.9763], [3.8228, -9.0779, -1.8684], [1.9141, -7.6982, -1.7043], [1.5415, -5.6425, -2.9042], [3.1170, -5.5258, -3.6480], [2.4916, -4.1802, 0.1273], [1.9917, -5.8415, -0.1212], [1.2628, -4.6183, -1.1056], [2.6390, -7.6493, -4.4412], [1.1946, -7.9257, -3.8321], [-0.1805, 7.0705, 0.3634], [-0.1780, 5.5910, 0.2017], [0.5813, 4.8756, 1.3718], [1.9166, 5.3346, 1.6563], [2.8640, 5.3569, 0.5549], [-1.6134, 5.1994, 0.1972], [0.7597, 7.4884, 0.0036], [-0.3504, 7.4995, 1.3510], [-0.9401, 7.4998, -0.2900], [0.2816, 5.3725, -0.7622], [0.5512, 3.8051, 1.1688], [-0.0874, 5.0785, 2.2083], [2.7222, 4.4432, -0.0222], [3.8741, 5.2912, 0.9593], [2.6606, 6.2103, -0.0920], [-1.9984, 5.6564, 1.0114], [-2.1150, 5.6835, -0.5337], [-5.1140, 0.6361, -1.9997], [-5.8870, -0.1548, -3.0545], [-7.3357, -0.5745, -2.6374], [-8.1206, -1.2773, -3.6056], [-9.4138, -1.6106, -3.1094], [-5.8765, 0.7825, -4.1308], [-5.5693, 1.5825, -1.7078], [-4.1048, 0.8703, -2.3387], [-5.0280, -0.0570, -1.1629], [-5.2239, -0.9874, -3.2894], [-7.8980, 0.3578, -2.5857], [-7.2800, -1.0592, -1.6626], [-10.0874, -0.7888, -2.8660], [-9.3191, -2.3007, -2.2711], [-9.9108, -2.2053, -3.8758], [-6.7400, 0.6318, -4.6325], [-6.1740, 1.6263, -3.6622], [-4.3755, 5.8427, -2.3222], [-3.0929, 6.7239, -2.6982], [-1.8114, 6.1201, -3.2526], [-2.0388, 5.8344, -4.6729], [-0.8539, 5.4233, -5.3282], [-3.5225, 7.8841, -3.4482], [-4.1426, 5.0599, -1.6004], [-4.7763, 5.3379, -3.2011], [-5.0970, 6.4924, -1.8267], [-2.7016, 7.0771, -1.7442], [-1.4624, 5.2716, -2.6641], [-1.0667, 6.8966, -3.0777], [-0.0091, 6.0764, -5.1097], [-0.8670, 5.1980, -6.3946], [-0.4533, 4.5358, -4.8384], [-3.0239, 8.0778, -4.3049], [-4.4553, 7.7528, -3.8125], [0.0161, 2.3063, -6.6427], [0.0923, 0.7646, -6.5862], [1.3683, 0.1484, -7.2594], [1.6020, 0.5435, -8.6261], [0.6012, -0.0337, -9.4949], [-0.1521, 0.3319, -5.2785], [-0.0979, 2.6953, -7.6545], [0.8581, 2.8051, -6.1628], [-0.7693, 2.7131, -6.0057], [-0.7579, 0.4000, -7.1627], [1.3696, -0.9308, -7.1064], [2.2824, 0.5177, -6.7944], [0.4035, -1.0798, -9.2607], [1.0408, -0.0391, -10.4923], [-0.3443, 0.5059, -9.5500], [0.3654, -0.5149, -5.0907], [0.1936, 0.9928, -4.5974], [0.9708, 1.2955, 0.4668], [0.8911, 0.4167, 0.8379], [0.0688, 1.5669, 0.2967], [2.5841, 2.1339, -1.5438], [2.0910, 1.8435, -0.7765], [3.1698, 1.4035, -1.7432], [2.1588, 5.4579, 4.2117], [3.0280, 5.8106, 4.4023], [2.2454, 5.0614, 3.3448], [-1.4905, 2.1579, 0.0331], [-1.4139, 3.1107, 0.0831], [-1.7622, 1.9860, -0.8685], [-2.0804, 2.2264, -2.7957], [-2.7337, 2.6384, -3.3612], [-1.2430, 2.5712, -3.1057], [0.5243, 2.7520, -3.1985], [1.0930, 2.2636, -2.6033], [0.8444, 3.6528, -3.1512], [2.5265, 4.6717, -2.6557], [2.5250, 3.9035, -2.0846], [3.3921, 5.0610, -2.5320]]
}



Computed energy relative to the best compared isomer or geometry (same formula, charge and spin) (kcal per mole) in order:
50.5; 0.0